C23H44N3OPRuS4Sb | ωB97M-V/def2-TZVPD

Properties
LUMO (alpha / beta) ... -2.8065 / -5.0926 eV
HOMO (alpha / beta) ... -10.873 / -10.841 eV
Frontier orbital gap (alpha / beta) ... 8.07 / 5.75 eV

Structure (ORCA input):
```
! RIJCOSX wB97M-V def2-TZVPD def2/J DEFGRID3
* xyz 1 5
H -5.8637 0.3765 0.3222
C 0.4854 0.8892 -3.2937
H -4.4358 -2.9657 1.1346
C 0.4527 3.1122 1.9918
C 3.1878 1.0906 -1.3064
S -0.1744 -7.0309 -0.4898
H -2.7236 -1.0178 -4.1394
C 0.0877 -0.2704 -2.3512
H -1.0141 4.7048 1.8216
C -0.6292 3.8823 1.2192
H 0.1338 1.4080 -5.3637
H -1.7548 -1.2977 -1.7370
C 3.9806 1.8049 -0.2173
S 0.9246 -3.3082 -0.7632
C -1.6725 -1.1669 -3.8839
C -0.7730 -0.5251 -4.9558
S -2.6429 -4.3283 -1.7908
C 1.7908 -1.8063 4.7977
Sb -0.9111 -4.7960 -0.4774
H -1.3049 2.3546 -1.2444
C -1.4075 -0.5841 -2.4892
H -4.4653 1.2245 1.0121
H 5.2669 -1.0916 1.1141
C -1.7451 2.9377 0.7894
H 3.3054 2.0828 0.5989
C 3.2290 -0.7320 0.4882
H 1.5324 0.7761 -3.5809
H -0.1952 4.3390 0.3238
H 0.6200 -1.1716 -2.6735
C 4.7358 -0.5656 0.3204
C -5.1506 -2.1495 1.2138
P 0.6781 -0.1161 -0.6272
C -3.1250 -0.8684 1.2311
H -5.7041 0.5353 2.0889
C -0.3931 0.8969 -4.5574
C 0.2459 1.5365 0.0259
H 2.6589 -2.2973 4.3704
H 1.5402 1.2511 1.7661
O 1.0424 -1.8325 2.5421
H 2.4687 1.7711 -1.7546
H 0.8895 2.2473 -0.4974
H 0.2286 3.1279 3.0609
C 0.7521 -1.6340 3.7308
H 1.4194 3.6068 1.8745
S -1.2738 -3.8514 1.6420
H -1.9827 0.3340 -2.3473
H -1.3037 1.4757 -4.3733
H 5.0387 -1.0468 -0.6148
H 6.0076 1.0705 -0.3125
H 2.6310 -0.9840 -1.5348
H 1.4019 -2.3968 5.6273
H -1.2004 -1.1491 3.4213
H 2.9078 -0.1864 1.3792
H 5.3973 1.2446 1.3148
H 0.4060 1.8543 -2.7877
C 0.5540 1.6500 1.5283
H -2.1237 2.4073 1.6722
C 5.1218 0.9239 0.3081
C -5.1621 0.4020 1.1540
H 2.0858 -0.8302 5.1871
H 2.9622 -1.7740 0.6626
H -1.2726 -0.5359 -5.9243
H -2.5906 3.4871 0.3722
H 4.3772 2.7430 -0.6078
H 0.1417 -1.1131 -5.0835
C 2.5153 -0.2083 -0.7699
H -1.8636 1.0399 -0.2422
H 3.8636 0.8171 -2.1220
H -0.1635 1.0311 2.0751
Ru -0.2134 -1.9430 0.6865
H -5.8224 -2.1766 0.3583
H -5.7194 -2.2273 2.1386
H -0.6943 -1.1544 5.0863
N -1.9630 -0.8621 1.2579
N -0.4706 -1.2538 4.1116
H -1.5171 -2.2467 -3.8493
C -1.2271 1.9255 -0.2433
N -4.4186 -0.8659 1.1856
*
```



C5H7ClO | ωB97M-V/def2-TZVPD

Properties
LUMO ... 0.8136 eV
Structure (SMILES) ... C=C=CC.O=CCl
HOMO ... -9.467 eV
ΔE to the lowest compared entry with this formula, charge and spin ... 53.1 kcal/mol
Frontier orbital gap ... 10.28 eV

Structure (ORCA input):
```
! RIJCOSX wB97M-V def2-TZVPD def2/J DEFGRID3
* xyz 0 1
C 2.1626 -1.0940 -0.2994
H -1.7355 0.8479 2.3626
H 0.0078 0.5293 -2.4808
H 2.4618 -0.2281 -0.7860
O 2.1504 -1.3326 0.8525
C -0.1543 0.3912 -0.3662
H 1.3371 1.2361 -1.4728
C -1.8679 0.6514 1.3040
Cl 1.3360 -2.1683 -1.3577
H -2.0955 1.5979 0.7910
C 0.3995 0.7073 -1.4748
H -2.7248 0.0828 1.2523
H -0.4637 -1.0679 1.0333
C -0.8136 -0.1529 0.6420
*
```



C44H38N6OPtS2Te | ωB97M-V/def2-TZVPD

Properties
LUMO (alpha / beta) ... -4.4986 / -4.4746 eV
HOMO (alpha / beta) ... -9.938 / -9.830 eV
ΔE to the lowest compared entry with this formula, charge and spin ... 88.3 kcal/mol
Frontier orbital gap (alpha / beta) ... 5.44 / 5.36 eV

Structure (ORCA input):
```
! RIJCOSX wB97M-V def2-TZVPD def2/J DEFGRID3
* xyz 1 2
C -5.4119 3.3505 -0.0443
H -0.6822 -0.4648 0.2888
C 0.4298 2.2235 4.5281
H 1.7980 -0.2836 -3.4939
C 2.8598 -3.8096 -1.4012
C 0.4494 -1.8138 4.5039
H 5.4185 -5.6477 0.8204
H 2.2375 -2.0670 -2.4943
H 5.6019 -3.3596 2.0596
H -1.7900 1.9628 -4.1348
C -4.2345 2.6277 0.0951
H 1.9427 -0.7016 3.4645
C 4.6863 -5.1403 0.2011
C -4.9463 -0.9043 -0.9923
H -2.4656 6.9079 1.9097
S 0.9449 1.1692 0.9849
C 5.0632 -6.9112 -1.5296
C 4.0871 -3.9832 0.6904
C 1.1445 0.2786 -4.1511
H -1.0692 -3.1138 5.2932
O -0.7954 1.6812 -1.6091
H -5.7557 -1.5424 -1.3198
H 3.2423 -5.3474 -2.8332
H 0.8977 -3.0592 -1.9017
H -0.2356 7.3535 2.9494
C -0.0485 0.8073 -3.6748
Te 2.2294 -1.4978 0.5697
C 3.4759 -4.9715 -1.8434
N -3.0931 3.2491 0.4191
C -1.3921 2.0603 2.8721
C 0.7117 1.2581 -6.3045
C 0.7695 5.9335 1.6323
C -0.4893 0.6752 -2.2544
C 4.5198 -3.4967 2.0487
H -6.2665 5.3154 -0.1128
H 6.1219 -6.7186 -1.7124
C -0.8634 1.5569 -4.5202
N -2.8881 0.6900 -0.1036
C 1.5244 0.5117 -5.4643
N -0.5675 -0.5946 -1.7934
H 4.2732 -4.2319 2.8161
H 1.0237 1.4531 -7.3217
H 4.0563 -2.5524 2.3190
C 0.2140 -3.3185 2.1486
H -6.3486 2.8527 -0.2439
H 4.6177 -7.2794 -2.4519
C 1.6951 4.1886 0.1039
H -4.1033 6.4382 0.3797
Pt -1.1430 2.1318 0.7822
H 2.4144 4.9386 -0.2185
S -1.8722 0.5529 3.1828
H 2.4627 0.1204 -5.8339
C -1.7637 5.0885 1.0159
C 0.5793 4.8344 0.8694
H 2.2188 3.4692 0.7355
C -0.3698 6.3869 2.4790
H 0.7717 -3.9999 0.1754
H -1.1245 2.3529 -6.4894
H -0.3727 -1.3284 -2.4542
H -1.2294 -4.4566 3.2366
N 1.1804 1.6638 5.1965
H 1.2949 3.6562 -0.7572
C -4.1225 1.1907 -0.1867
C -3.0561 4.5686 0.5664
H 0.5377 -1.2124 5.3978
C -4.1738 5.3620 0.3368
C -0.5420 -3.6193 3.2816
H 4.9986 -7.6930 -0.7728
H -0.0766 -5.1957 1.1524
C -0.5058 2.8653 3.6705
C -5.3701 4.7321 0.0473
C -0.4458 -2.8719 4.4422
C -0.5062 4.2168 3.5970
H 1.7429 6.3916 1.7267
N -0.6819 4.2943 0.7349
N -0.5825 5.3881 3.6087
C 3.1467 -3.3332 -0.1155
C 1.2301 -1.5139 3.4010
H -6.1924 0.7941 -0.6488
C -0.4899 1.7705 -5.8350
H 1.8557 -3.6017 -3.2861
H -0.9778 -3.8607 0.4548
H -1.0886 -2.0422 -0.4029
C -1.6416 6.2381 1.7179
C -3.6461 -1.3828 -0.9789
H -3.4084 -2.3791 -1.3254
C -1.1935 -0.9677 -0.5327
C -2.6398 -0.5496 -0.5110
C -0.0197 -4.1354 0.9058
C -5.1884 0.3999 -0.6035
C 1.1080 -2.2472 2.2203
C 1.9058 -3.0931 -2.3240
C 4.3879 -5.6577 -1.0504
*
```



C17H21ClN5O4Sc | ωB97M-V/def2-TZVPD

Properties
LUMO ... -7.2601 eV
HOMO ... -15.386 eV
Frontier orbital gap ... 8.13 eV

Structure (ORCA input):
```
! RIJCOSX wB97M-V def2-TZVPD def2/J DEFGRID3
* xyz 2 1
H -1.4792 -3.6201 1.2673
Sc -0.6749 0.1399 -0.9539
H -0.9305 3.0024 -2.1181
C -3.5472 1.3648 -0.8150
C -2.0717 0.4016 1.7566
N 1.4257 -0.5731 -0.9336
N 2.2554 -1.2552 -0.0278
H -0.4192 -4.2930 3.3519
C -1.0731 2.9142 0.0622
N -0.2882 1.7183 0.4610
O 0.3068 0.9800 -2.4807
H -0.2368 -2.2247 -0.2542
H 3.9020 1.3497 -3.4343
H -3.5062 2.0486 0.0417
N -2.3596 -0.3352 0.5121
H -0.3429 3.7726 0.1582
C 4.8992 0.5225 -2.0342
C -0.6948 1.0528 1.7886
C -0.4034 -3.4806 1.3810
H -1.8969 3.1049 0.7337
C 0.2022 -3.9083 2.5748
C 2.2597 0.1039 -1.7673
C 3.5358 -1.0798 -0.4103
C -1.7069 2.8909 -1.3182
C 0.3261 -2.6563 0.5586
O 4.8477 1.3065 -3.1569
C 1.5588 -3.6825 2.7787
H -2.6449 1.6546 -2.6508
N -2.3438 1.5860 -1.6528
Cl 4.7820 -1.9279 0.3015
H -0.7063 1.9022 2.5033
H 0.0744 0.3326 2.0822
H 2.0830 -4.1906 3.5908
H -4.4901 1.5333 -1.3314
O 5.9591 0.3701 -1.4347
C 3.5962 -0.1287 -1.4651
H -2.5286 3.6301 -1.3268
H 3.1409 -2.3254 2.3414
H 0.7095 1.9075 0.5062
H -2.3354 -1.3343 0.7599
H -2.8614 1.1787 2.0439
H -2.0201 -0.2708 2.6531
C -3.5641 -0.0752 -0.3143
C 1.6106 -2.2739 0.8409
C 1.6079 1.0276 -2.7089
H -3.7289 -0.8896 -1.0935
C 2.2287 -2.8179 1.9840
H -4.5539 -0.2151 0.2276
O 2.0971 1.7619 -3.5785
*
```



Which formula does entry 1 have? C23H44N3OPRuS4Sb